73
Properties=species:S:1:pos:R:3:forces:R:3:lowdin_charge:R:1 method="wB97M-V/def2-TZVPD" lumo_ev="-7.09 / -12.12" total_energy_ev=-43793.260 s2=3.756 multiplicity=4 total_charge=+3 homo_lumo_gap_ha="0.3942 / 0.2073" homo_ev="-17.81 / -17.76"
Pt -0.0838 0.2693 -0.0617 -1.572 0.217 0.253 1.66
C -3.3487 0.4817 2.8711 -0.149 -1.196 0.169 0.05
C -2.2046 -0.4501 2.7308 1.094 0.622 -1.062 -0.52
O -1.4335 -0.3600 1.7429 0.614 -0.324 -0.193 -0.11
N -2.0272 -1.3917 3.6361 1.184 -1.082 0.530 0.06
C -0.8935 -2.3551 3.6223 -0.372 0.135 0.907 -0.01
H -4.0633 -0.1436 3.4063 -0.614 0.769 0.145 0.10
H -3.6916 0.6425 1.8490 -0.133 0.527 0.285 0.09
H -3.0605 1.3691 3.4346 -0.259 0.056 -0.214 0.10
H -2.5009 -1.3272 4.5259 -0.375 0.001 -0.270 0.16
H -0.8952 -2.8656 4.5854 -0.201 0.089 0.050 0.10
H 0.0728 -1.8517 3.5922 -0.112 0.076 -0.504 0.07
H -0.9910 -3.1642 2.8985 -0.048 0.480 -0.348 0.09
C 3.0844 -0.9486 2.3653 0.137 -1.059 0.408 0.05
C 2.4914 -1.5150 1.0907 2.628 0.679 0.404 -0.45
O 1.5171 -0.9366 0.6296 -1.395 -0.062 -0.763 -0.12
N 3.1902 -2.3919 0.3403 -0.545 0.462 2.207 0.06
C 2.8656 -2.6519 -0.9861 -0.833 -0.452 -2.853 -0.08
H 3.9252 -1.5555 2.7013 0.097 0.253 0.066 0.10
H 2.3688 -0.8960 3.1858 -0.235 -0.297 -0.174 0.08
H 3.3839 0.0891 2.2184 0.202 -0.131 -0.411 0.09
H 4.0364 -2.8594 0.6329 -0.112 0.346 0.738 0.17
H 3.4843 -2.0394 -1.6420 0.303 -0.245 -0.211 0.10
H 1.8510 -2.4018 -1.2962 -0.190 0.196 0.683 0.07
H 2.9512 -3.7070 -1.2462 0.425 0.028 0.107 0.11
C -1.4889 -3.6868 -0.5142 0.584 -0.767 -1.673 0.06
C -1.3385 -2.4848 -1.4323 -1.393 -1.994 -0.551 -0.47
O -1.0092 -1.4441 -0.9015 1.155 3.425 0.916 -0.09
N -1.6195 -2.5352 -2.7485 0.170 -0.654 1.129 0.07
C -1.7647 -3.8022 -3.4627 0.088 -0.744 0.063 -0.04
H -1.9415 -4.4637 -1.1303 -0.287 -0.218 0.681 0.08
H -1.9724 -3.5495 0.4530 -0.236 0.531 -0.456 0.10
H -0.4829 -4.0472 -0.2993 0.195 0.004 0.043 0.10
H -1.7390 -1.6677 -3.2515 0.173 -0.011 0.153 0.15
H -0.9281 -4.4583 -3.2222 0.308 0.218 -0.309 0.10
H -1.7988 -3.6329 -4.5389 -0.061 0.026 0.223 0.11
H -2.6177 -4.3973 -3.1367 -0.431 0.468 -0.222 0.10
C -1.1791 2.9801 -2.2652 -0.926 0.404 0.609 0.02
C -2.2144 2.3087 -1.3710 0.050 3.588 -1.200 -0.48
O -1.9417 1.2518 -0.8239 -0.419 -2.177 1.243 -0.07
N -3.3414 3.0431 -1.1996 0.888 -1.143 0.324 0.04
C -4.5276 2.6173 -0.4719 0.090 -0.183 -0.160 -0.03
H -0.9825 2.3673 -3.1450 0.344 -0.096 0.301 0.10
H -0.3401 3.1578 -1.5925 0.432 -0.113 -0.549 0.08
H -1.5610 3.9363 -2.6228 0.141 -0.024 -0.012 0.09
H -3.2287 4.0411 -1.3061 -0.087 -0.134 -0.632 0.15
H -5.3927 3.0381 -0.9845 -0.002 -0.011 0.221 0.10
H -4.4823 2.9599 0.5619 -0.183 -0.134 0.011 0.09
H -4.5917 1.5313 -0.5396 -0.036 0.091 0.209 0.09
C 3.1235 2.0144 -2.3261 0.296 0.426 -0.295 0.04
C 2.0725 0.9163 -2.4546 1.262 0.219 0.549 -0.42
O 1.0352 0.9448 -1.7328 0.176 -0.306 -0.740 -0.14
N 2.4005 -0.0324 -3.3400 -1.739 0.833 0.234 0.08
C 1.4220 -0.9510 -3.9775 0.182 -0.137 -0.102 -0.01
H 3.7344 2.0098 -1.4233 -0.256 -0.563 0.202 0.09
H 2.7369 3.0330 -2.3588 -0.656 -0.191 -0.020 0.10
H 3.8235 1.9956 -3.1614 0.016 -0.218 -0.003 0.10
H 3.2696 0.2076 -3.7952 -0.130 -0.522 -0.475 0.15
H 1.6213 -1.9815 -3.6837 0.000 0.070 -0.104 0.08
H 1.4367 -0.8624 -5.0638 0.644 -0.022 0.030 0.11
H 0.3804 -0.7101 -3.7651 0.298 0.313 0.722 0.07
C 2.3124 3.3931 1.0643 0.648 1.371 -0.076 0.03
C 1.2481 2.6867 1.8395 2.058 1.579 1.270 -0.44
O 0.5713 1.9463 1.1279 -2.185 -1.872 0.169 -0.09
N 1.1908 2.8522 3.1953 0.963 -0.064 -3.327 0.06
C 0.3134 2.1541 4.0334 -1.828 -0.565 1.175 -0.05
H 3.2386 2.8211 1.1190 0.137 0.147 0.324 0.10
H 2.4586 4.4296 1.3683 0.375 -0.142 0.579 0.11
H 2.1195 3.5251 -0.0003 -0.633 -0.568 0.106 0.07
H 1.7919 3.5237 3.6511 0.191 0.103 -0.546 0.17
H 0.2688 1.0818 3.8432 0.294 -0.014 -0.024 0.09
H -0.6942 2.5437 3.8881 -0.221 -0.071 0.132 0.10
H 0.5802 2.3558 5.0708 0.013 -0.245 -0.092 0.12

10
Properties=species:S:1:pos:R:3:forces:R:3:lowdin_charge:R:1 method="wB97M-V/def2-TZVPD" lumo_ev="0.54 / 0.54" total_energy_ev=-9209.474 de_lowest_ev=5.748 multiplicity=1 total_charge=0 homo_lumo_gap_ha="0.3224 / 0.3223" homo_ev="-8.23 / -8.23"
C 1.1821 0.2120 -0.0457 -3.494 -3.708 0.220 -0.36
C -1.2676 -0.9990 -0.6756 0.488 2.362 -0.992 -0.23
N -0.5168 -0.9091 0.5077 3.459 0.716 -0.490 -0.01
N 0.9869 1.2028 0.7667 1.585 0.223 -1.972 0.21
O 1.9590 -0.1515 -0.8516 -0.144 0.396 0.261 0.14
O -1.5993 -0.0142 0.3160 -0.120 0.736 -0.478 -0.14
H -0.8634 -0.6042 -1.6770 -0.621 -0.713 1.600 0.13
H -2.0686 -1.6652 -0.6629 -0.822 -1.689 -0.619 0.08
H 0.3782 1.2259 1.4992 -2.141 -0.380 1.896 0.08
H 1.8096 1.7026 0.8234 1.811 2.057 0.574 0.10

- Which of these has the highest multiplicity?
  C18H42N6O6Pt